87
Properties=species:S:1:pos:R:3:lowdin_spin:R:1 method="wB97M-V/def2-TZVPD" homo_energy_ev="-10.333 / -10.792" s_squared=2.046 charge=+1 e_tot_ev=-88644.6277 gap_ev="6.371 / 6.530" multiplicity=3
W -0.234 0.938 -0.056 1.5487
C -4.042 -0.532 -0.218 0.0006
C -4.042 0.719 -1.047 0.0012
C -4.940 0.838 -2.098 0.0004
C -5.017 2.006 -2.835 0.0019
C -4.211 3.076 -2.496 0.0002
C -3.297 2.994 -1.450 0.0026
C -2.512 4.220 -1.083 0.0004
C -3.177 1.781 -0.754 0.0063
N -2.190 1.583 0.282 0.0327
C -2.604 1.842 1.551 0.0145
O -3.699 2.213 1.915 0.0489
C -1.503 1.560 2.533 0.0255
C -1.581 1.765 3.895 -0.0050
C -0.505 1.390 4.686 0.0288
C 0.622 0.816 4.102 -0.0056
C 0.641 0.664 2.736 0.0244
N -0.404 1.031 1.975 0.0075
C 1.749 0.122 1.867 0.0043
O 3.020 0.033 2.485 0.0014
N 1.659 0.815 0.579 -0.0521
C 2.825 1.488 0.129 0.0081
C 3.354 1.226 -1.158 -0.0099
C 2.584 0.501 -2.221 0.0083
C 4.626 1.680 -1.476 0.0021
C 5.370 2.419 -0.573 -0.0111
C 4.792 2.797 0.624 0.0022
C 3.520 2.370 0.979 -0.0083
C 2.911 2.954 2.224 -0.0003
H -4.293 -1.392 -0.839 0.0000
H -4.788 -0.458 0.577 0.0002
H -3.078 -0.680 0.265 0.0012
H -5.601 0.009 -2.328 0.0000
H -5.727 2.090 -3.647 0.0001
H -4.304 4.014 -3.029 0.0001
H -3.079 5.111 -1.349 0.0001
H -1.559 4.259 -1.613 -0.0002
H -2.312 4.249 -0.016 0.0003
H -2.476 2.216 4.300 -0.0005
H -0.537 1.551 5.755 0.0016
H 1.481 0.531 4.693 -0.0007
H 1.819 -0.133 -1.778 0.0054
H 3.237 -0.126 -2.827 0.0006
H 2.095 1.222 -2.881 -0.0002
H 5.031 1.447 -2.453 0.0003
H 6.376 2.728 -0.823 -0.0006
H 5.325 3.451 1.303 0.0003
H 2.932 4.042 2.147 0.0002
H 3.481 2.671 3.110 -0.0004
H 1.872 2.665 2.362 0.0001
Cl -0.880 0.683 -2.455 0.0340
C -0.718 -0.994 -2.948 0.0135
C -0.976 -1.283 -4.274 0.0011
C -0.844 -2.591 -4.712 0.0004
C -0.454 -3.588 -3.831 0.0006
C -0.217 -3.283 -2.501 0.0003
C -0.343 -1.976 -2.032 0.0089
P -0.185 -1.595 -0.242 0.0540
C -0.907 -3.121 0.500 0.0088
C -0.110 -4.096 1.101 0.0003
C -0.689 -5.235 1.641 0.0005
C -2.063 -5.417 1.592 -0.0006
C -2.858 -4.467 0.970 0.0003
C -2.283 -3.330 0.425 0.0003
C 1.546 -1.850 0.244 0.0048
C 1.709 -1.440 1.675 -0.0010
C 3.133 -1.392 2.238 0.0001
C 4.219 -1.761 1.274 0.0008
C 3.953 -2.147 0.028 0.0003
C 2.592 -2.180 -0.511 0.0015
H -1.278 -0.499 -4.956 0.0002
H -1.041 -2.828 -5.749 0.0000
H -0.349 -4.607 -4.178 0.0000
H 0.064 -4.063 -1.806 0.0002
H 0.965 -3.992 1.135 0.0001
H -0.060 -5.983 2.105 0.0001
H -2.513 -6.298 2.030 0.0000
H -3.930 -4.600 0.911 0.0001
H -2.908 -2.613 -0.082 0.0000
H 0.981 -1.932 2.321 0.0000
H 3.280 -1.914 3.186 0.0000
H 5.236 -1.701 1.642 0.0000
H 4.761 -2.428 -0.636 0.0000
H 2.457 -2.450 -1.553 0.0001
S 0.516 5.360 1.102 0.1030
C 0.360 3.948 0.419 0.0488
N 0.226 2.886 -0.099 0.0317

***

10
Properties=species:S:1:pos:R:3:lowdin_spin:R:1 method="wB97M-V/def2-TZVPD" homo_energy_ev="-16.425 / -16.235" s_squared=3.800 charge=+2 e_tot_ev=-36076.8843 gap_ev="6.869 / 5.425" e_above_lowest_kcal_mol=33.7 multiplicity=4
O 0.803 -0.504 -1.475 0.0086
C 1.603 -0.016 -0.362 0.0889
C 0.902 0.116 0.759 0.0508
C -0.719 -0.508 0.730 0.2682
C -1.735 0.037 1.325 0.1013
O -2.383 1.034 1.445 0.2097
Li -0.187 1.721 -0.737 -0.0005
H 1.336 -0.530 -2.276 -0.0006
H 1.273 0.546 1.689 -0.0007
Er -0.894 -1.896 -1.098 2.2743

***

20
Properties=species:S:1:pos:R:3:nbo_charge:R:1 method="wB97M-V/def2-TZVPD" homo_energy_ev=-13.390 charge=+1 e_tot_ev=-8934.5372 gap_ev=9.911 smiles="C=C1C=CC[N+]1(C)C" e_above_lowest_kcal_mol=56.8
C -1.899 -0.361 0.634 -0.2562
C -1.171 -0.159 1.747 -0.1543
C -0.999 -0.185 -0.497 0.1290
C -1.241 -0.288 -1.815 -0.3664
C 0.221 0.372 1.493 -0.2439
C 1.109 1.343 -0.573 -0.4143
C 1.254 -1.086 -0.267 -0.4136
N 0.401 0.199 -0.007 -0.2388
H -2.952 -0.894 0.635 0.2937
H -1.557 -0.186 2.860 0.2680
H -0.466 -0.288 -2.569 0.2235
H -2.199 -0.681 -2.091 0.2439
H 0.265 1.358 1.833 0.2429
H 1.122 -0.108 1.858 0.2290
H 2.086 1.264 -0.299 0.2226
H 0.992 1.429 -1.637 0.2423
H 0.758 2.410 -0.264 0.2502
H 2.161 -0.956 0.474 0.2370
H 0.612 -1.960 -0.143 0.2502
H 1.502 -1.226 -1.374 0.2551

***

118
Properties=species:S:1:pos:R:3:lowdin_charge:R:1 method="wB97M-V/def2-TZVPD" homo_energy_ev=-4.137 charge=-1 e_tot_ev=-335897.3659 gap_ev=5.841 e_above_lowest_kcal_mol=0.0
C 4.313 -3.152 1.136 -0.1682
C 5.237 -2.221 0.267 -0.2553
C 4.436 -1.880 -1.042 -0.2294
C 4.884 -0.522 -1.725 -0.2268
C 3.527 0.195 -2.151 -0.2135
C 2.994 -0.510 -3.455 -0.2661
C 1.785 -1.522 -3.252 -0.3051
P 0.125 -0.753 -2.729 0.5560
N -1.421 0.040 -2.138 -0.1498
F 0.496 0.811 -3.525 -0.3887
C -0.776 -1.248 -4.342 -0.3326
C -0.927 -2.786 -4.623 -0.1836
C -0.436 -2.330 -1.774 -0.3009
C -0.250 -2.230 -0.196 -0.2458
C -1.619 -2.001 0.579 -0.2202
C -1.880 -0.490 0.939 -0.2190
C -2.160 -0.197 2.457 -0.2294
C -2.214 1.384 2.606 -0.2555
C -0.806 2.052 2.515 -0.4726
S 0.360 1.415 3.806 0.9361
C 1.925 1.309 2.940 -0.6211
N 2.400 0.274 2.262 0.0458
N 3.595 0.594 1.733 0.0575
C 3.846 1.842 2.075 -0.1578
O 2.847 2.316 2.844 -0.0029
H 4.014 -4.067 0.563 0.0760
H 3.345 -2.633 1.388 -0.0151
H 4.810 -3.511 2.063 0.0597
H 6.105 -2.855 -0.041 0.0917
H 5.542 -1.329 0.842 0.0799
H 4.490 -2.705 -1.793 0.1072
H 3.364 -1.837 -0.729 0.0866
H 5.569 -0.678 -2.581 -0.0078
H 5.312 0.100 -0.904 0.0877
H 3.701 1.273 -2.367 0.0951
H 2.865 0.110 -1.268 0.0669
H 2.827 0.241 -4.263 0.0717
H 3.852 -1.132 -3.836 0.0800
H 2.093 -2.209 -2.424 0.0600
H 1.741 -2.173 -4.180 0.0229
H 0.780 -0.223 -1.560 0.0151
H -1.106 0.659 -1.385 -0.0388
H -1.760 0.702 -2.844 0.0004
H -1.795 -0.803 -4.452 0.0669
H -0.181 -0.823 -5.192 0.0263
H -0.048 -3.403 -4.356 0.0495
H -1.201 -2.916 -5.701 0.0431
H -1.818 -3.160 -4.060 0.0559
H 0.175 -3.217 -2.080 0.0624
H -1.525 -2.510 -1.924 0.0594
H 0.088 -3.249 0.142 0.0752
H 0.546 -1.526 0.130 0.0744
H -2.439 -2.472 -0.010 0.0874
H -1.518 -2.586 1.531 0.0664
H -0.937 0.052 0.683 0.0833
H -2.663 -0.110 0.248 0.0947
H -3.172 -0.607 2.670 0.0144
H -1.374 -0.648 3.095 0.0844
H -2.805 1.705 3.493 0.0995
H -2.801 1.723 1.715 0.0696
H -0.957 3.155 2.615 0.0779
H -0.364 1.920 1.503 -0.0133
H 4.744 2.388 1.771 0.1384
C -5.651 -2.263 1.548 -0.9602
Cl -4.298 -2.957 2.448 0.5759
Cl -5.688 -0.501 1.703 0.5474
H -5.542 -2.518 0.498 0.0335
H -6.579 -2.673 1.934 0.0244
C -0.244 3.482 -1.477 -1.0432
Cl -1.914 3.462 -0.874 0.5219
Cl 0.904 3.062 -0.199 0.5767
H -0.148 2.757 -2.287 0.0043
H -0.013 4.484 -1.842 -0.1049
C -7.068 1.693 4.254 -1.0764
Cl -8.737 1.696 4.846 0.4926
Cl -5.926 1.312 5.548 0.4982
H -6.974 0.947 3.472 -0.0526
H -6.835 2.676 3.858 -0.0340
C 1.007 4.898 5.655 -1.0325
Cl 0.390 6.357 4.866 0.4911
Cl -0.222 4.148 6.677 0.4926
H 1.309 4.186 4.891 -0.0076
H 1.860 5.166 6.270 0.0236
C 0.957 6.506 -4.630 -0.9941
Cl 0.739 8.136 -3.976 0.4964
Cl 1.202 5.320 -3.344 0.6247
H 0.071 6.232 -5.194 0.0297
H 1.826 6.503 -5.281 0.0252
C 0.978 -4.761 3.204 -1.0374
Cl 2.244 -5.998 3.282 0.4794
Cl 1.666 -3.148 3.015 0.5813
H 0.335 -4.970 2.355 0.0286
H 0.402 -4.790 4.121 -0.0398
C -5.759 4.348 1.023 -1.0426
Cl -7.331 4.899 0.427 0.4974
Cl -5.656 2.583 1.042 0.5210
H -4.980 4.737 0.373 0.0253
H -5.619 4.723 2.034 -0.0831
C 8.100 -1.055 -4.508 -1.0086
Cl 7.228 -2.077 -3.363 0.5777
Cl 6.993 -0.039 -5.439 0.5084
H 8.784 -0.416 -3.957 0.0241
H 8.655 -1.688 -5.193 0.0198
C 0.015 -8.715 5.086 -1.0163
Cl -0.836 -9.587 6.368 0.4952
Cl -0.262 -6.975 5.193 0.5429
H 1.080 -8.906 5.178 0.0265
H -0.342 -9.068 4.124 0.0296
C 1.189 -0.685 -7.888 -1.0144
Cl -0.018 -1.794 -8.555 0.4908
Cl 2.145 -1.452 -6.621 0.5958
H 1.852 -0.368 -8.687 0.0170
H 0.679 0.177 -7.466 0.0273
C -6.834 6.484 4.812 -0.9812
Cl -6.579 4.924 5.600 0.5454
Cl -5.961 6.586 3.277 0.5755
H -7.895 6.612 4.621 0.0301
H -6.479 7.272 5.469 0.0255